ORCA calculation (the ωB97M-V functional and the def2-TZVPD basis) on 2 unconnected molecules or ions with the total composition C6H13O3SSi in a non-equilibrium geometry.

XYZ file:
```
24
Properties=species:S:1:pos:R:3:forces:R:3:mulliken_charge:R:1
C -0.693 2.794 2.597 -0.575 0.334 0.063 -0.533
C -1.218 3.340 1.566 0.158 -0.130 0.219 -0.222
C -1.795 0.099 -0.728 -1.508 0.593 -1.519 -1.065
C 1.778 0.505 -1.804 -1.001 -1.882 -0.668 -1.413
C 0.854 -2.357 -1.350 -1.363 -0.962 3.801 -1.227
C -0.486 0.188 0.070 -0.077 1.912 -0.551 0.107
O -1.619 -1.696 1.554 0.806 0.904 -0.804 -0.686
O -0.614 0.119 2.768 0.039 0.021 -0.746 -0.812
O 0.803 -1.306 1.447 0.778 -0.038 -0.476 -0.543
Si 1.278 -0.663 -0.395 -0.599 -1.479 -0.733 0.842
S -0.553 -0.684 1.522 -1.896 -2.579 3.739 1.163
H -0.923 1.672 2.747 0.285 0.362 -0.378 0.476
H -0.127 3.261 3.388 0.165 0.071 0.008 0.300
H -0.320 1.253 0.401 0.022 -0.858 -0.497 0.088
H -2.749 0.236 -0.077 1.712 -0.948 -0.779 0.306
H -1.979 1.002 -1.432 0.966 -1.402 0.828 0.324
H -1.803 -0.863 -1.379 -0.403 1.596 1.306 0.227
H 0.838 0.731 -2.272 -0.477 0.218 -0.846 0.310
H 2.278 1.398 -1.692 0.993 2.220 1.079 0.428
H 2.435 -0.020 -2.497 -0.153 -0.469 -0.264 0.338
H 0.420 -2.113 -2.243 -0.199 0.586 -3.082 0.406
H 1.646 -3.128 -1.350 -0.151 0.683 -0.433 0.321
H -0.089 -2.952 -0.944 1.850 1.276 0.120 0.276
H 2.638 -0.817 0.105 0.627 -0.031 0.613 -0.410
```
Positions in Å, forces in eV/Å.

Properties
E_LUMO: 0.1209 hartree
HOMO: -5.46 eV
Kohn-Sham gap: 8.8 eV
Energy relative to the best compared isomer or geometry (same formula, charge and spin): 373.9 kJ/mol
DFT total energy: -31285.2231 eV
Total charge: -1